1.
Molecular formula: C22H38NO5S
Method: DFT, ωB97M-V/def2-TZVPD

ORCA input file:
```
! wB97M-V def2-TZVPD RIJCOSX def2/J DEFGRID3
* xyz 1 1
C -1.6231 0.5140 0.5303
C -0.7263 -0.8010 0.0376
C 0.8460 -0.3865 0.2487
C -1.1875 -2.1857 0.7847
C -2.2053 -3.1168 -0.1605
C -2.8042 -4.2849 0.8602
C -3.4526 -2.1416 -0.6086
O -4.6119 -2.8971 -1.1899
C -5.7848 -2.2095 -0.6278
C -6.0707 -0.8093 -1.1371
C -7.3866 -0.0688 -0.4177
O -8.2682 0.6841 -1.0811
C -7.5360 -0.3880 1.2172
S -8.0128 0.9834 2.4467
C -6.4554 2.0815 2.5778
O -9.2761 1.7745 2.0288
O -8.1469 0.2927 3.8543
C -7.2603 -1.7931 1.7206
C -6.8050 -2.8669 0.5218
O -7.2331 -4.1410 0.4630
H -2.6414 0.2066 1.0335
H -1.8763 1.1270 -0.4621
H -1.0379 1.1754 1.3167
H -0.9062 -0.9170 -1.1156
H 1.5913 -1.2842 0.3390
H 0.9938 0.3262 1.1907
H 1.1501 0.2866 -0.6889
H -1.7484 -2.0189 1.8155
H -0.1861 -2.7718 1.0579
H -1.6516 -3.5678 -1.1005
H -3.8176 -3.8345 1.3019
H -3.0215 -5.3032 0.2778
H -2.0884 -4.4790 1.7858
H -3.8175 -1.5957 0.3880
H -3.1428 -1.2683 -1.3439
H -5.4293 -0.2699 -1.9600
H -6.2973 2.4333 3.6845
H -6.4796 2.9792 1.7960
H -5.4958 1.4426 2.2728
H -7.3406 -2.0909 2.8590
C 7.8107 0.7097 -2.9070
C 7.2630 2.1134 -2.7321
C 6.6699 2.4495 -1.3594
N 5.3544 1.7269 -0.9794
C 4.4504 1.4839 -2.1801
C 5.6302 0.4054 -0.2365
C 5.6385 0.7892 1.2284
C 4.4896 1.7662 1.3276
C 4.5846 2.5982 0.0644
H 7.0363 -0.0539 -2.8049
H 8.2445 0.6030 -3.9065
H 8.6002 0.5047 -2.1771
H 6.5429 2.3313 -3.5285
H 8.0967 2.8092 -2.8987
H 6.4452 3.5212 -1.3646
H 7.3914 2.2621 -0.5572
H 4.9170 0.7486 -2.8381
H 4.2973 2.4379 -2.6936
H 3.4936 1.0900 -1.8207
H 4.8053 -0.2822 -0.4540
H 6.5758 -0.0262 -0.5723
H 6.5819 1.2762 1.4992
H 5.5024 -0.0750 1.8848
H 4.5495 2.3858 2.2271
H 3.5328 1.2313 1.3575
H 5.1446 3.5230 0.2403
H 3.5953 2.8548 -0.3358
*
```

Calculated values
- LUMO (Eh) = -0.127
- largest force on an atom (hartree/bohr) = 0.175
- Kohn-Sham gap (eV) = 8.01

2.
Molecular formula: C4H30NO11
Method: DFT, ωB97M-V/def2-TZVPD

ORCA input file:
```
! wB97M-V def2-TZVPD RIJCOSX def2/J DEFGRID3
* xyz 0 2
C 2.3230 1.1728 -0.6226
N 1.5111 0.0424 -0.1614
C 1.7300 -1.1922 -0.9738
O 0.7445 -1.3060 -1.8843
C 2.0680 2.4235 0.2453
C 0.7213 3.0725 -0.0655
H 2.1169 1.4316 -1.6716
H 3.3844 0.9298 -0.5036
H 0.5104 0.3193 -0.1999
H 1.6853 -2.0578 -0.2984
H 2.6929 -1.1446 -1.4911
H 2.1879 2.1637 1.3064
H 2.8663 3.1539 0.0432
H 0.6404 3.3220 -1.1390
H 0.5483 3.9919 0.5055
H -0.1130 2.4541 0.2323
H -1.9078 -0.1767 -0.7735
H -2.8347 1.1182 -1.0719
O -2.1196 0.8115 -0.5027
H 1.3689 -1.3746 -3.4497
H 2.7015 -1.8980 -4.0416
O 1.8790 -1.4584 -4.2837
H -0.0296 -2.8013 2.6357
H -1.4933 -2.6464 3.0791
O -0.5919 -2.8402 3.4069
H -2.8590 0.6351 1.0943
H -2.6431 0.8404 2.6463
O -3.2994 0.4885 1.9949
H -1.5662 -1.9431 -0.0186
H -0.6420 -1.5354 -1.3423
O -1.6172 -1.5846 -0.9217
H -3.6864 -2.5231 1.7721
H -3.1116 -1.1294 2.2435
O -2.9740 -2.1264 2.2826
H 1.4182 1.4194 -3.7119
H 2.2330 0.2716 -4.3155
O 2.2440 1.2396 -4.1949
H -0.8856 2.1386 3.2307
H -0.7594 0.7663 3.9117
O -1.4112 1.4759 3.6919
H -0.6240 1.3093 -1.9990
H 0.2525 0.1751 -2.5296
O -0.0489 1.1045 -2.7518
H 0.8707 -0.4023 3.2861
H -0.0173 -1.3286 4.1247
O 0.4304 -0.4506 4.1427
*
```

Calculated values
- LUMO (spin up / spin down) (Eh) = -0.009 / -0.167
- largest force on an atom (hartree/bohr) = 0.053
- energy above the lowest of the compared OMol25 structures with the same formula, charge and spin (kJ/mol) = 0.0
- Kohn-Sham gap (spin up / spin down) (eV) = 10.19 / 5.86

3.
Molecular formula: C4H3N2O4S
Method: DFT, ωB97M-V/def2-TZVPD

ORCA input file:
```
! wB97M-V def2-TZVPD RIJCOSX def2/J DEFGRID3
* xyz -1 1
C -2.3930 0.7209 0.2005
C -1.9363 -0.5748 -0.0986
C -0.2979 0.7662 -0.1182
C 0.9168 1.3965 -0.2185
N -1.3739 1.5604 0.1928
N -0.6306 -0.5370 -0.3008
O 2.8822 -0.5236 1.3529
O 1.4764 2.4122 -0.1118
O 1.5268 -2.1491 -0.0234
O 2.2554 0.0660 -0.9598
S 2.7832 -1.0323 -0.0149
H -3.3927 1.0510 0.4140
H -2.4948 -1.4893 -0.1623
H 0.6785 -1.6671 -0.1520
*
```

Calculated values
- LUMO (Eh) = 0.139
- largest force on an atom (hartree/bohr) = 0.057
- energy above the lowest of the compared OMol25 structures with the same formula, charge and spin (kJ/mol) = 0.0
- Kohn-Sham gap (eV) = 8.80

4.
Molecular formula: C53H53BrGeN7O6Tl
Method: DFT, ωB97M-V/def2-TZVPD

ORCA input file:
```
! wB97M-V def2-TZVPD RIJCOSX def2/J DEFGRID3
* xyz -2 1
Tl 1.3914 -1.0088 -4.1788
O 9.0803 9.3439 0.6068
C 8.0915 8.4088 0.8965
C 7.3326 7.9347 -0.1541
C 6.0141 7.3740 -0.0789
C 5.4717 7.2504 1.1492
C 6.1982 7.6691 2.2275
C 7.5706 7.8956 2.1391
C 8.2156 7.6031 3.4000
O 7.7907 6.9204 4.3228
N -0.7782 2.4043 10.8281
N -0.3699 1.1287 10.7824
C 0.1525 0.2482 10.2944
C 0.4613 -0.5683 9.2439
Br -1.2077 -1.0038 8.3443
C 1.5599 -0.2614 8.3090
C 2.6273 0.5981 8.6459
C 3.4410 1.0490 7.6410
C 4.5070 1.8218 7.9086
C 4.6813 2.3154 9.1498
C 3.6822 2.2321 10.1451
C 2.6870 1.2573 9.8779
H 8.8819 9.6140 -0.3266
H 7.8466 7.7176 -1.0821
H 5.5918 7.1177 -1.0156
H 4.5813 6.6550 1.4481
H 5.7133 7.7019 3.1896
H 9.2787 8.0183 3.5322
H -0.2417 2.9993 10.5111
H 3.1556 -6.7984 2.4541
H 1.3212 -0.4488 7.2692
H 3.1561 0.5924 6.6586
H 5.2227 1.9141 7.0965
H 5.6950 2.4302 9.4517
H 3.7350 2.9370 10.9785
H 2.1214 0.7860 10.6700
C 1.2952 -3.7031 -5.4440
N 0.6644 -2.6007 -6.0657
C 1.3274 -2.2907 -7.3697
C 2.1249 -1.0566 -7.4195
N 1.5060 0.0263 -6.5231
C 2.0727 1.1882 -7.1211
C 1.4519 2.4221 -7.0926
C 2.1891 3.5186 -7.7251
C 3.3544 3.1811 -8.4985
C 3.7322 1.7998 -8.5785
C 2.8931 0.8208 -8.2226
N 3.0535 -0.5374 -8.3764
C 2.7755 -3.8233 -5.4856
N 3.4000 -3.2014 -6.3540
C 4.8341 -3.3373 -6.1451
C 5.4564 -1.8951 -6.2530
C 6.4246 -1.6447 -5.2679
C 6.8413 -2.6349 -4.3967
C 5.9754 -3.5571 -3.8124
C 4.8509 -3.9656 -4.5778
N 3.3965 -4.1587 -4.2214
H 0.8626 -4.7312 -5.6170
H 1.0706 -3.6955 -4.3186
H -0.3473 -2.5616 -6.0506
H 0.7012 -2.7761 -8.0975
H 2.3064 -2.9229 -7.2603
H 3.1099 -5.9595 2.5064
H 1.6756 4.4899 -7.7907
H 3.6188 3.8187 -9.3193
H 4.6561 1.4171 -8.9935
H 3.4508 -1.0650 -9.1538
H 4.9179 -1.4326 -7.1185
H 6.6249 -0.5442 -5.0952
H 7.8846 -2.7567 -3.9962
H 6.0940 -3.8579 -2.7581
H 3.0796 -4.4802 -3.3088
O -1.0807 -1.4896 -2.3246
H -1.4800 -0.6112 -2.1917
H -1.0850 -1.8029 -1.3263
H -1.7052 2.5237 10.4090
O 5.3994 -4.3951 -6.8065
H 4.6623 -4.8939 -7.1756
H -7.0296 5.6254 9.7086
O -7.0893 5.9311 10.6988
C -4.4051 -4.6741 3.3417
O -3.7148 -3.9209 3.8302
C -9.4244 -6.6753 6.0186
C -9.1252 -7.6065 5.1157
Ge -6.3736 -3.6805 1.6816
C -6.4443 -2.1236 3.0855
C -5.6687 -1.8497 4.2330
C -5.5946 -0.5213 4.7458
C -6.3863 0.4480 4.1125
C -7.2694 0.0872 3.1195
C -7.3762 -1.2228 2.6576
C -8.3751 -3.9748 1.2455
C -9.1446 -4.7169 2.1605
C -10.1500 -5.5435 1.6236
C -10.5049 -5.5217 0.2617
C -9.8741 -4.5550 -0.5701
C -8.8228 -3.7830 -0.1079
C -0.3194 3.9018 -6.5547
C -1.4570 4.5377 -6.8274
C -2.5631 3.6085 -6.9850
C -2.5137 2.2733 -6.7047
C -1.2539 1.7121 -6.7654
C -0.0515 2.5521 -6.7998
H -8.7369 -6.5041 6.8591
H -10.3004 -6.0885 6.1327
H -9.6783 -7.7705 4.2603
H -8.1530 -8.2148 5.2383
H -5.1632 -2.7136 4.6895
H -4.9268 -0.3504 5.5885
H -6.2528 1.4572 4.4106
H -7.7429 0.8600 2.5739
H -8.2122 -1.5297 1.9779
H -9.0564 -4.7191 3.2381
H -10.7451 -6.0158 2.4394
H -11.3910 -6.1615 -0.0513
H -10.2771 -4.4246 -1.5873
H -8.2443 -3.1389 -0.6994
H -1.4352 5.6505 -7.1084
H -3.5463 4.0029 -6.9839
H -3.2601 1.6461 -6.1903
H -1.2305 0.5480 -6.3872
H 0.5891 4.4865 -6.3231
*
```

Calculated values
- LUMO (spin up / spin down) (Eh) = 0.038 / 0.037
- largest force on an atom (hartree/bohr) = 0.216
- Kohn-Sham gap (spin up / spin down) (eV) = 2.21 / 0.88

E / Eh: -1689.50716, -1052.73252, -962.94278, -7708.50442